47
Properties=species:S:1:pos:R:3:lowdin_charge:R:1 method="wB97M-V/def2-TZVPD" smiles=O[C@@H](CN1CCN(c2ccccc2)CC1)c1c[nH]c2ccccc12 total_charge=0 spin_multiplicity=1 homo_energy_ev=-7.753 de_lowest_kcal_mol=44.1
O 1.168 -2.152 1.376 -0.016
C 0.495 -1.104 2.031 -0.311
C 1.390 0.160 2.048 -0.117
N 1.575 0.620 0.685 -0.169
C 2.945 0.683 0.224 -0.163
C 2.915 1.048 -1.279 -0.138
N 1.591 0.901 -1.838 -0.103
C 1.130 -0.348 -2.226 -0.234
C 1.846 -1.529 -2.003 -0.044
C 1.368 -2.747 -2.450 -0.088
C 0.168 -2.831 -3.133 -0.111
C -0.540 -1.666 -3.384 -0.104
C -0.068 -0.446 -2.945 -0.043
C 0.669 1.827 -1.213 -0.123
C 0.870 1.830 0.322 -0.137
C -0.821 -0.789 1.384 -0.129
C -1.253 -1.222 0.166 -0.027
N -2.471 -0.667 -0.126 0.098
C -2.854 0.135 0.909 -0.214
C -3.997 0.906 1.080 -0.025
C -4.115 1.623 2.250 -0.104
C -3.124 1.574 3.234 -0.102
C -1.988 0.813 3.071 -0.033
C -1.834 0.083 1.892 -0.139
H 1.348 -1.845 0.477 0.055
H 0.339 -1.447 3.061 0.154
H 0.931 0.932 2.674 0.117
H 2.353 -0.111 2.490 0.127
H 3.538 1.435 0.778 0.121
H 3.408 -0.293 0.384 0.112
H 3.623 0.449 -1.851 0.119
H 3.190 2.100 -1.408 0.122
H 2.785 -1.510 -1.473 0.100
H 1.939 -3.642 -2.250 0.107
H -0.205 -3.784 -3.473 0.098
H -1.468 -1.709 -3.937 0.102
H -0.624 0.448 -3.182 0.109
H -0.352 1.530 -1.442 0.102
H 0.839 2.831 -1.619 0.121
H 1.431 2.729 0.635 0.123
H -0.100 1.843 0.820 0.113
H -0.790 -1.901 -0.522 0.114
H -3.001 -0.846 -0.960 0.155
H -4.766 0.937 0.322 0.106
H -4.991 2.232 2.416 0.097
H -3.259 2.145 4.141 0.096
H -1.233 0.774 3.843 0.106